{"formula": "C4H3O6Tl", "method": "ωB97M-V/def2-TZVPD", "e_tot_ha": -778.07861, "homo_lumo_gap_ev": 8.470, "symbols": ["Tl", "O", "O", "O", "O", "O", "O", "C", "C", "C", "C", "H", "H", "H"], "coordinates": [[-0.73410, -4.30214, -0.65629], [1.58053, 0.15412, 0.51312], [0.51872, 2.43559, 2.92601], [-0.69385, -2.09836, -0.20723], [0.45218, 2.04312, 0.80809], [-0.02123, -2.81197, -2.21416], [-0.04424, -0.64266, -1.79132], [1.19244, 2.01810, 1.90146], [-0.38398, 0.37924, -0.88871], [-0.25209, -1.92666, -1.36680], [0.76481, 0.85208, -0.04293], [-0.43667, 2.53412, 2.75048], [-0.71432, 1.23273, -1.49989], [-1.22818, 0.13269, -0.23184]], "forces_ev_per_angstrom": [[-0.4805, -2.7605, 0.7115], [-0.7847, 0.0981, -3.3447], [-0.4603, 0.1657, 0.1319], [-0.0491, 0.7529, 0.3728], [-1.8987, -0.7496, -2.0546], [0.3191, 0.5592, -0.3713], [0.1015, -0.2527, 0.3370], [1.8280, 0.5489, 0.8679], [-0.3891, 1.7720, -1.3677], [0.1804, 1.6840, -0.6282], [1.3852, -1.6847, 5.4273], [-0.2470, 0.2549, -0.2212], [-0.0059, -0.2668, 0.0480], [0.5012, -0.1215, 0.0914]], "nbo_charge": [0.8568, -0.4664, -0.6528, -0.8119, -0.6085, -0.7648, -0.4906, 0.4627, -0.1809, 0.9624, 0.7607, 0.4610, 0.2195, 0.2528]}